Record 1
33
Properties=species:S:1:pos:R:3:forces:R:3 method="wB97M-V/def2-TZVPD" gap_ha=0.379 smiles=CO.CO.CO.CO.CO.O
C -1.15719 -0.83976 -3.74273 -0.763 2.092 1.297
O -1.41685 -2.05761 -4.29710 0.468 -1.736 -0.949
H -0.22321 -0.39166 -4.08182 -0.034 0.161 -0.061
H -2.00400 -0.18654 -3.95329 0.155 0.298 -0.383
H -1.17261 -0.87816 -2.65352 0.439 -0.108 0.334
H -0.53759 -2.41358 -4.44471 -0.265 -0.704 -0.222
C 0.35565 -1.12433 5.49225 1.151 -0.915 0.894
O 1.46789 -1.05104 4.60958 -0.133 0.443 -0.767
H -0.23934 -2.01305 5.28183 -0.487 0.331 -0.406
H 0.77364 -1.34583 6.47424 -0.331 0.357 0.437
H -0.19539 -0.18496 5.53742 -0.024 -0.197 -0.299
H 2.24957 -1.43935 5.00931 -0.213 0.018 0.075
C 0.34577 5.13489 -1.64048 1.268 -0.196 -0.525
O 0.11820 4.85352 -0.30988 -0.723 -0.204 1.617
H 1.36931 4.82715 -1.85440 0.261 -0.024 -0.562
H -0.31187 4.54963 -2.28319 -0.264 0.564 -0.365
H 0.34494 6.21905 -1.75318 -0.560 -0.132 -0.346
H 0.04715 3.90118 -0.21187 0.020 -0.049 0.220
C 3.54954 -0.18401 -1.65082 1.352 0.078 0.287
O 4.64766 0.02452 -2.53538 -0.002 -0.352 -0.799
H 3.94044 -0.73306 -0.79417 -0.192 0.242 0.495
H 3.33618 0.85733 -1.40961 -0.946 -0.463 0.438
H 2.74264 -0.81529 -2.02301 -0.264 0.565 -0.458
H 4.81394 -0.76487 -3.05578 0.041 -0.068 0.042
C -3.59111 -2.89731 0.53799 -0.437 0.573 0.983
O -3.22952 -1.95702 1.59504 0.297 -0.560 -0.901
H -4.21546 -3.67058 0.98557 0.060 -0.257 -0.158
H -4.17836 -2.40393 -0.23649 0.132 0.066 -0.130
H -2.70385 -3.35181 0.09721 0.049 0.291 0.273
H -4.03999 -1.57465 1.93934 -0.077 -0.060 -0.058
O -0.18992 0.91258 1.53457 0.050 0.263 -0.224
H 0.37742 0.39899 2.10953 0.232 -0.165 0.215
H -1.07370 0.59969 1.72761 -0.260 -0.150 0.003

Record 2
67
Properties=species:S:1:pos:R:3:forces:R:3 method="wB97M-V/def2-TZVPD" multiplicity=8 gap_ha="0.257 / 0.263" charge=-2 s_squared=15.7752
Cr 17.22115 16.75148 19.40057 0.813 0.977 -2.927
Co 21.52864 17.08559 19.94189 0.769 0.710 -0.674
Cl 20.55140 20.61474 18.90474 -0.531 2.060 -4.266
O 21.58485 21.66624 18.96878 -1.044 -1.265 0.963
O 21.15455 19.33872 19.23202 0.614 -1.589 1.603
O 19.37862 20.93122 19.69070 1.214 -0.484 0.166
O 20.17053 20.49200 17.48082 0.209 0.286 1.864
Cl 21.21962 18.87345 22.98913 -0.695 3.316 -2.496
O 21.80202 17.78212 22.24040 1.230 -1.116 -2.279
O 22.00048 20.13725 22.85376 -1.346 -2.551 -0.001
O 19.85280 19.03124 22.52002 0.912 0.247 0.386
O 21.24743 18.41655 24.29956 -0.080 -0.565 3.728
Cl 17.95069 13.95708 17.13915 4.992 0.513 -3.683
O 17.25837 12.79319 16.78208 -2.058 -1.552 0.341
O 19.18201 13.57469 17.80186 -0.641 0.324 0.491
O 18.26820 14.68776 15.91930 -0.499 -0.353 1.235
O 17.20764 14.83572 17.97991 -2.172 1.592 2.656
Cl 22.64483 15.50009 16.59916 -1.467 -1.824 0.350
O 22.90202 14.15451 17.11045 -0.016 0.728 0.289
O 22.12360 16.36349 17.63961 -0.239 0.727 1.844
O 23.86194 16.05585 16.13750 0.918 0.581 -0.789
O 21.60898 15.42237 15.61912 0.576 0.098 -0.664
B 17.38366 18.50750 17.84415 0.029 0.152 -1.129
H 16.74240 19.25644 17.40585 -2.354 2.632 -1.312
H 17.08817 17.51262 17.54892 -1.856 -4.577 -1.047
H 18.39887 18.54129 17.48023 3.576 0.320 -0.916
H 17.34759 18.62454 18.91618 -0.250 0.236 5.662
B 19.39482 16.42967 20.04307 0.031 0.294 -0.175
H 19.00355 17.39894 19.77537 -1.439 4.105 -0.408
H 19.89714 16.16125 19.12663 1.717 -1.450 -3.505
H 20.06865 16.47655 20.88450 2.015 0.319 3.578
H 18.57876 15.75802 20.26027 -2.459 -3.413 1.234
C 19.09247 15.67340 23.72317 0.819 0.971 -0.954
N 19.21664 14.41685 22.95295 -0.079 -2.500 1.575
O 18.25574 13.66031 23.02886 -0.139 0.527 -0.513
O 20.27199 14.06712 22.44811 -0.343 1.072 0.102
H 20.09253 15.96776 24.04150 -0.143 0.037 -0.043
H 18.38118 15.63209 24.54807 0.063 -0.472 -0.429
H 18.78212 16.36688 22.94158 -0.060 0.488 0.337
C 23.54774 15.03253 23.84151 -1.210 0.015 0.752
N 24.77749 15.42982 23.14178 0.943 -0.069 -2.309
O 25.88036 15.09331 23.56459 -0.980 0.222 0.534
O 24.63788 15.96782 22.04055 -0.167 -0.141 1.600
H 22.96724 14.34586 23.22539 0.548 -0.214 -0.203
H 22.85152 15.86404 23.95093 0.484 0.495 -0.161
H 23.74170 14.61591 24.82989 0.398 -0.015 -0.321
C 21.52134 12.76878 19.88104 -0.282 -1.418 1.287
N 22.45311 13.80078 20.33799 2.231 2.727 0.409
O 23.62353 13.55661 20.72761 -3.354 -0.089 -1.128
O 21.99639 14.96067 20.34092 0.730 -1.474 0.091
H 21.82155 12.33001 18.92949 0.022 0.451 0.063
H 20.47788 13.07194 19.96701 0.416 0.721 -0.738
H 21.59675 12.05433 20.70078 0.291 -0.568 -0.284
C 23.92813 19.82604 16.17945 0.656 -0.567 0.174
N 24.06056 21.23832 15.67356 0.341 -1.002 -1.300
O 25.07795 21.47921 15.01609 -0.210 0.064 0.718
O 23.10517 21.96246 15.72612 -0.086 0.284 0.523
H 23.38764 19.74655 17.12267 -0.419 0.343 -0.425
H 24.90419 19.35333 16.28877 0.196 0.582 0.095
H 23.49941 19.25394 15.35665 -0.598 0.239 0.235
C 25.26314 19.22069 20.57020 -0.999 -0.913 0.495
N 24.70889 18.17305 19.62817 1.304 0.697 0.642
O 25.46800 17.76377 18.81924 1.686 -0.460 -1.468
O 23.58896 17.77840 19.69492 -2.707 -0.261 0.957
H 24.74505 19.09642 21.52111 -0.199 0.138 -0.139
H 24.99337 20.17598 20.11992 0.469 -0.004 0.092
H 26.30548 18.93212 20.70568 -0.087 0.617 -0.381

Record 3
36
Properties=species:S:1:pos:R:3:forces:R:3 method="wB97M-V/def2-TZVPD" multiplicity=2 gap_ha="0.363 / 0.161" charge=+1 s_squared=0.7587
C -1.97096 -1.28956 0.10420 -0.150 -1.431 -2.196
N -2.17902 -0.22127 -0.93417 1.162 1.172 4.140
C -1.60729 1.10069 -0.49756 -1.198 -0.796 -0.623
C -2.09231 1.48449 0.98787 -0.470 -0.363 2.540
S -2.06382 3.27446 1.30751 1.340 -0.928 0.393
C -0.09644 1.02657 -0.46758 1.744 2.059 -2.005
O 0.37932 1.11936 -1.86061 -2.282 -0.092 -0.197
C -3.28837 -1.69435 0.75616 -2.473 2.845 0.935
H -1.21031 -0.95309 0.77520 0.435 0.031 0.402
H -1.55149 -2.16149 -0.48071 -0.291 0.634 0.687
H -3.16314 -0.15196 -1.08324 -0.897 0.061 -1.064
H -2.07193 1.82043 -1.20149 0.855 -0.028 0.414
H -3.12686 1.20112 1.34883 1.037 -0.096 -1.325
H -1.38844 0.97881 1.73678 -0.847 0.701 -1.176
H -0.89370 3.21283 2.05692 -0.830 0.330 -0.791
H 0.32290 0.09218 -0.10334 -0.401 -0.051 0.468
H 0.46532 1.90355 0.03532 -1.525 -1.470 -0.439
H -0.39303 1.00252 -2.50513 1.618 0.388 1.272
H -3.42790 -2.72235 1.11782 0.340 0.456 -0.354
H -3.62687 -0.93174 1.58444 1.333 -1.668 -0.812
H -4.15572 -1.36319 0.10423 0.834 -1.264 -0.001
H 1.31925 -0.91550 1.88055 -1.311 0.365 0.447
H 0.64104 -2.44984 1.57476 0.999 1.775 0.523
O 1.41435 -1.82931 1.63909 -0.011 -2.390 -0.856
H 4.29917 0.93134 -0.29981 0.208 -0.090 0.244
H 4.42874 -0.56736 -0.05242 0.250 2.502 1.601
O 4.59239 0.33377 0.40208 0.063 -1.344 -0.359
H 2.26317 0.49102 1.34227 0.430 0.197 -0.847
H 2.05771 1.02174 2.66714 -0.327 0.435 0.255
O 1.57733 0.97055 1.82775 0.543 -0.441 0.712
H 3.99026 -1.26076 -1.66524 -0.726 0.119 0.055
H 2.68263 -0.46617 -1.82332 0.332 0.082 -0.245
O 3.21672 -0.93475 -1.16199 0.138 -1.161 -0.920
H 1.06770 -0.25807 -2.53596 0.266 -0.201 -0.514
H 1.92111 -1.35336 -3.29233 -0.091 -0.936 -0.093
O 1.66848 -0.44132 -3.28401 -0.099 0.598 -0.271

Record 4
38
Properties=species:S:1:pos:R:3:forces:R:3 method="wB97M-V/def2-TZVPD" gap_ha=0.325 smiles="C=C(N)CCC(=O)O.O.O.O.O.O.O.O"
C -1.61422 -2.52699 -2.37741 -1.839 0.129 -1.035
C -0.69353 -2.00453 -1.62826 3.992 0.837 -0.591
N -0.09948 -0.73611 -1.83827 -5.481 -0.182 -3.038
C 0.18255 -2.86741 -0.77982 0.674 -2.695 2.501
C -0.22807 -2.66133 0.76255 -1.800 -1.597 0.644
C 0.62627 -1.61600 1.41983 1.209 0.808 -0.578
O 0.33693 -0.46292 1.70404 -1.115 -0.528 0.189
O 1.90299 -1.97961 1.47558 1.404 0.524 1.392
H -2.20738 -2.08643 -3.13557 -0.151 1.475 -0.519
H -1.94875 -3.50455 -2.35390 -0.001 -2.148 0.848
H 0.56765 -0.49380 -1.21334 2.003 1.372 2.287
H -0.85624 -0.02568 -2.14147 2.380 -1.181 0.947
H 1.35722 -2.75566 -0.77606 -2.450 0.155 -0.674
H -0.03773 -3.99769 -0.98444 0.457 2.155 0.163
H -1.33583 -2.43405 0.85998 1.359 0.396 -0.403
H -0.23841 -3.65557 1.35824 0.863 1.534 -0.989
H 2.48737 -1.27276 1.99468 -1.397 -1.496 -1.294
O 0.29361 1.99779 -0.30071 -1.614 -0.601 2.479
H -0.30765 1.65840 0.55969 1.149 0.999 -2.648
H 1.00646 1.36435 -0.41033 0.204 -0.284 -0.093
O 2.90835 0.77154 -0.70903 -0.548 -4.675 -0.591
H 3.19582 1.59913 -0.85976 1.217 5.287 -0.040
H 3.42348 0.37032 -1.44146 -0.715 -0.627 0.652
O 2.18115 3.22647 1.67556 -0.946 0.568 0.785
H 1.44179 3.70811 2.12860 1.036 -0.641 -0.694
H 1.71544 2.64977 1.05151 -0.134 0.208 -0.018
O -1.90309 2.56413 -1.96389 1.889 -3.894 -0.292
H -0.97929 2.35441 -1.59644 -1.314 0.033 -0.235
H -1.97391 3.44223 -1.76763 -0.519 3.801 0.637
O -1.72063 1.50016 1.41168 -0.005 -1.872 0.534
H -2.53161 1.39623 0.85413 0.293 0.700 -0.216
H -1.67912 0.52663 1.59816 0.837 1.087 0.432
O 2.66456 0.19262 2.90183 3.406 1.138 2.182
H 1.79407 0.21527 2.59896 -2.817 0.871 -0.620
H 2.87522 0.99334 3.48324 -0.673 -1.754 -1.556
O -3.65274 1.21797 -0.17993 0.323 -0.889 -2.973
H -3.23728 1.17974 -1.11245 -0.442 -0.781 1.752
H -3.71598 2.15249 -0.26810 -0.734 1.769 0.673